Entry from the OMol25 dataset: a molecular structure, C22H27N5O4PtS4SiTe (ωB97M-V with the def2-TZVPD basis set).

Geometry as XYZ:
```
65
Properties=species:S:1:pos:R:3
Pt -1.775 0.230 -0.392
O -1.549 -0.193 3.037
H -1.165 -0.692 2.295
H -1.401 0.724 2.777
N 5.881 1.295 0.410
C 4.667 1.678 -0.187
C 4.204 2.987 -0.079
C 3.007 3.357 -0.671
C 2.274 2.420 -1.382
C 2.734 1.117 -1.509
C 3.928 0.752 -0.920
S 0.696 2.851 -2.059
O 0.561 2.081 -3.266
O 0.681 4.297 -2.185
N -0.352 2.323 -0.976
C -0.749 3.112 0.045
S -0.436 4.850 0.249
C -1.277 4.804 1.765
C -1.732 3.557 2.000
N -1.426 2.613 1.056
H 6.122 1.865 1.206
H 5.890 0.317 0.659
H 4.774 3.708 0.498
H 2.630 4.367 -0.588
H 2.137 0.395 -2.053
H 4.277 -0.272 -0.992
H -1.410 5.694 2.359
H -2.312 3.251 2.860
O -0.770 -1.092 -4.468
S -0.724 -0.627 -3.072
N -2.038 -0.299 -2.442
Te -4.102 0.302 0.787
C -5.396 -0.794 -0.457
C -5.178 -1.273 -1.718
C -6.289 -1.984 -2.255
C -7.349 -2.040 -1.404
S -6.985 -1.229 0.072
H -4.246 -1.097 -2.242
H -6.291 -2.434 -3.239
H -8.311 -2.505 -1.548
C -0.155 -3.821 1.718
Si -0.483 -2.796 0.150
C 0.516 -3.625 -1.233
C -2.290 -3.078 -0.254
N -0.154 -1.123 0.429
C 1.058 -0.663 0.895
C 2.210 -1.479 1.001
C 3.393 -1.015 1.554
C 3.513 0.296 1.994
C 2.412 1.136 1.847
C 1.224 0.674 1.316
H -0.395 -4.875 1.544
H -0.784 -3.461 2.538
H 0.881 -3.761 2.054
H 0.232 -4.677 -1.330
H 1.593 -3.583 -1.055
H 0.324 -3.137 -2.190
H -2.468 -4.130 -0.504
H -2.592 -2.473 -1.109
H -2.937 -2.807 0.584
H 2.169 -2.495 0.633
H 4.235 -1.696 1.644
H 4.438 0.656 2.429
H 2.482 2.176 2.149
H 0.381 1.341 1.226
```

Computed properties:
**Expectation value of S²**: 2.0104
**ΔE to the lowest compared entry with this formula, charge and spin**: 76.8 kJ/mol
**HOMO-LUMO gap (spin up / spin down)**: 5.74 / 5.93 eV
**Net charge**: -2
**2S+1**: 3

Atomic partial charges in e from the Löwdin method, atoms 1 to 5:
1. Pt 0.645
2. O -0.144
3. H -0.029
4. H -0.018
5. N 0.077

Entry from the OMol25 dataset: 13 unconnected molecules or ions with the total composition C45H124N8O17 in a non-equilibrium geometry (ωB97M-V with the def2-TZVPD basis set).

Geometry as XYZ:
```
194
Properties=species:S:1:pos:R:3
C 2.595 -1.765 -11.124
O 3.105 -0.673 -11.889
H 1.872 -2.266 -11.768
H 3.210 -2.623 -10.854
H 2.160 -1.428 -10.183
H 3.832 -0.382 -11.334
C -5.661 -6.307 -7.823
O -6.201 -5.352 -8.706
H -6.005 -7.318 -8.039
H -4.572 -6.283 -7.874
H -5.985 -6.072 -6.809
H -7.161 -5.358 -8.683
C -0.409 0.144 -12.960
O 0.589 0.529 -11.992
H -0.968 1.045 -13.215
H 0.135 -0.180 -13.847
H -1.200 -0.526 -12.622
H 1.404 0.226 -12.399
C 0.523 -7.138 -9.626
O 1.233 -8.122 -8.898
H 0.947 -7.020 -10.623
H -0.536 -7.390 -9.681
H 0.544 -6.234 -9.016
H 0.795 -8.189 -8.046
C 4.851 -4.215 -5.585
O 3.937 -3.941 -4.609
H 4.339 -4.537 -6.491
H 5.374 -3.319 -5.918
H 5.616 -4.967 -5.397
H 4.316 -3.518 -3.835
C -13.724 -2.937 -8.376
O -13.010 -3.210 -7.198
C -12.404 -2.132 -6.571
C -11.125 -1.858 -7.381
N -10.279 -0.890 -6.665
C -9.063 -0.547 -7.388
C -8.131 -1.704 -7.690
O -7.024 -1.149 -8.365
C -6.001 -2.034 -8.794
H -13.872 -3.873 -8.916
H -13.229 -2.329 -9.133
H -14.707 -2.474 -8.291
H -12.120 -2.458 -5.570
H -12.981 -1.210 -6.497
H -11.377 -1.447 -8.358
H -10.640 -2.818 -7.558
H -10.001 -1.240 -5.759
H -8.587 0.239 -6.801
H -9.202 -0.009 -8.326
H -8.619 -2.390 -8.383
H -7.786 -2.244 -6.808
H -6.395 -3.000 -9.108
H -5.211 -2.159 -8.054
H -5.509 -1.540 -9.633
C 3.376 4.764 -0.905
O 2.261 5.163 -1.628
C 2.334 5.116 -3.037
C 0.936 5.068 -3.692
N 1.021 4.780 -5.126
C -0.283 4.680 -5.748
C -0.164 4.231 -7.149
O -0.155 2.793 -6.919
C -0.088 2.089 -8.140
H 3.281 5.119 0.121
H 4.327 5.062 -1.346
H 3.183 3.696 -0.803
H 2.857 4.206 -3.330
H 2.953 5.894 -3.485
H 0.469 6.011 -3.410
H 0.441 4.198 -3.259
H 1.475 3.891 -5.275
H -0.656 5.704 -5.772
H -1.001 4.065 -5.205
H 0.744 4.567 -7.648
H -0.967 4.590 -7.793
H 0.891 1.828 -8.543
H -0.540 2.582 -9.000
H -0.550 1.115 -7.979
C -3.338 1.461 -10.546
O -3.903 2.234 -9.431
C -5.360 2.073 -9.448
C -6.085 3.303 -8.730
N -6.231 4.526 -9.463
C -4.958 5.165 -9.871
C -3.956 5.517 -8.778
O -4.470 6.215 -7.698
C -4.785 7.591 -7.869
H -2.249 1.506 -10.560
H -3.657 1.928 -11.478
H -3.605 0.423 -10.346
H -5.543 1.174 -8.859
H -5.751 1.855 -10.442
H -5.706 3.496 -7.727
H -7.057 2.877 -8.481
H -6.862 5.128 -8.953
H -5.316 5.996 -10.480
H -4.478 4.531 -10.616
H -3.212 6.112 -9.309
H -3.359 4.668 -8.445
H -5.718 7.688 -8.425
H -3.997 8.259 -8.216
H -4.953 8.112 -6.927
C 4.234 -6.145 -9.077
O 5.483 -5.474 -8.811
C 6.644 -6.254 -8.440
C 7.942 -5.336 -8.614
N 7.811 -4.135 -7.727
C 8.957 -3.232 -7.792
C 8.745 -1.956 -7.062
O 7.660 -1.313 -7.652
C 7.156 -0.305 -6.796
H 3.471 -5.371 -8.988
H 4.035 -6.966 -8.389
H 4.298 -6.532 -10.094
H 6.853 -7.001 -9.206
H 6.503 -6.614 -7.421
H 8.097 -5.056 -9.656
H 8.842 -5.849 -8.274
H 6.905 -3.688 -7.713
H 9.214 -2.899 -8.798
H 9.874 -3.789 -7.600
H 9.624 -1.318 -7.154
H 8.565 -2.125 -6.000
H 6.717 0.539 -7.327
H 7.968 0.236 -6.311
H 6.499 -0.759 -6.053
C 5.136 -2.928 -14.002
C 4.750 -3.963 -12.971
C 3.497 -4.790 -13.266
O 2.230 -4.124 -13.402
C 1.066 -4.900 -12.981
N 5.994 -4.760 -12.822
H 5.960 -2.233 -13.841
H 4.351 -2.246 -14.332
H 5.390 -3.433 -14.934
H 4.601 -3.415 -12.041
H 3.429 -5.376 -12.350
H 3.766 -5.560 -13.989
H 0.213 -4.242 -13.150
H 1.246 -5.018 -11.912
H 1.084 -5.845 -13.524
H 6.061 -5.160 -11.896
H 6.697 -4.052 -12.665
C 3.714 1.400 -3.321
C 3.098 1.723 -4.718
C 3.551 0.550 -5.637
O 3.131 0.738 -6.965
C 3.480 -0.203 -7.998
N 1.648 1.895 -4.600
H 2.980 1.815 -2.630
H 4.611 2.018 -3.350
H 3.979 0.354 -3.160
H 3.599 2.672 -4.908
H 3.141 -0.380 -5.242
H 4.630 0.574 -5.490
H 4.555 -0.181 -8.177
H 3.115 -0.001 -9.005
H 3.122 -1.204 -7.758
H 1.091 1.112 -4.287
H 1.219 2.373 -5.379
C -0.920 -6.503 -6.603
C -0.877 -7.818 -5.785
C -2.203 -8.423 -5.541
O -3.175 -7.610 -5.054
C -4.448 -8.268 -4.710
N -0.066 -8.869 -6.414
H 0.043 -6.072 -6.875
H -1.571 -5.752 -6.154
H -1.264 -6.730 -7.613
H -0.244 -7.744 -4.901
H -2.131 -9.129 -4.715
H -2.682 -8.878 -6.408
H -4.909 -8.735 -5.581
H -5.040 -7.487 -4.233
H -4.366 -9.145 -4.068
H 0.501 -9.384 -5.755
H -0.765 -9.517 -6.749
C -2.409 -3.964 -9.271
C -1.658 -2.617 -9.274
C -0.800 -2.496 -8.021
O 0.474 -3.154 -8.349
C 1.318 -3.297 -7.225
N -0.933 -2.425 -10.508
H -1.775 -4.850 -9.226
H -3.101 -4.097 -10.103
H -2.994 -4.096 -8.361
H -2.447 -1.866 -9.245
H -1.415 -2.868 -7.201
H -0.631 -1.437 -7.825
H 1.334 -2.326 -6.729
H 2.271 -3.778 -7.445
H 0.855 -3.959 -6.493
H -0.180 -3.097 -10.484
H -0.621 -1.465 -10.544
```

Computed properties:
**Expectation value of S²**: 0.7545
**HOMO-LUMO gap (spin up / spin down)**: 6.63 / 1.55 eV
**Net charge**: +1
**2S+1**: 2

Atomic partial charges in e from the Löwdin method, atoms 1 to 5:
1. C -0.154
2. O -0.098
3. H 0.074
4. H 0.065
5. H 0.061

Entry from the OMol25 dataset: 2 unconnected molecules or ions with the total composition C4H11NO2 in a non-equilibrium geometry (ωB97M-V with the def2-TZVPD basis set).

Geometry as XYZ:
```
18
Properties=species:S:1:pos:R:3
C -1.607 -0.217 -1.306
C -0.239 0.233 -0.748
N 0.454 -0.499 0.234
C 0.352 -1.947 0.425
C 0.822 -2.456 1.783
O 0.259 1.236 -1.199
H -1.454 -1.137 -1.877
H -1.764 0.565 -2.041
H -2.425 -0.238 -0.599
H 1.017 0.025 0.914
H -0.741 -2.021 0.320
H 0.863 -2.404 -0.428
H 0.124 -2.280 2.597
H 0.907 -3.530 1.671
H 1.781 -2.019 2.075
H 0.443 2.556 -0.014
H -0.106 3.875 -0.184
O 0.063 3.257 0.538
```

Computed properties:
**Expectation value of S²**: 0.7676
**ΔE to the lowest compared entry with this formula, charge and spin**: 92.6 kJ/mol
**HOMO-LUMO gap (spin up / spin down)**: 10.44 / 5.43 eV
**Net charge**: +1
**2S+1**: 2

Atomic partial charges in e from the Löwdin method, atoms 1 to 5:
1. C 0.051
2. C -0.383
3. N 0.260
4. C -0.148
5. C -0.035

Q: Which of these has the highest 2S+1?
A: C22H27N5O4PtS4SiTe

Q: net charge of number 2 (C45H124N8O17)?
A: +1